Formula: C57H122N11O16
Source: the Open Molecules 2025 dataset
Level of theory: ωB97M-V/def2-TZVPD

Net charge   +1
Calculated total energy   -110225.0075 eV
E_LUMO   -6.33 eV
HOMO   -9.288 eV

XYZ file:
```
206
Properties=species:S:1:pos:R:3:forces:R:3:lowdin_charge:R:1
C 34.248 6.673 2.394 -0.07 1.07 0.29 0.00
C 34.017 5.239 2.039 -1.75 -1.76 0.50 -0.43
C 33.203 4.448 3.140 -2.07 1.25 0.52 -0.10
C 31.660 4.494 3.026 0.47 0.91 -1.67 -0.14
C 31.220 4.231 1.553 0.31 -0.31 1.19 -0.10
C 31.746 5.271 0.538 0.18 -0.72 0.15 -0.47
N 33.220 5.343 0.654 5.11 3.08 -5.34 0.14
O 33.947 5.819 -0.449 -4.77 -3.47 7.51 0.15
C 31.319 6.746 0.773 -1.27 -0.01 0.18 0.03
C 31.420 4.772 -0.838 -0.80 0.79 -2.06 -0.03
C 35.211 4.409 1.836 1.34 0.10 -1.50 -0.03
H 34.636 7.283 1.578 -0.14 -0.21 -0.18 0.10
H 35.002 6.762 3.175 -0.16 -0.31 0.21 0.11
H 33.307 7.097 2.747 0.19 0.28 0.09 0.09
H 33.446 4.970 4.066 0.27 -0.06 0.11 0.13
H 33.352 3.388 3.349 1.19 0.03 -0.87 0.13
H 31.279 5.503 3.185 0.06 0.06 0.55 0.10
H 31.182 3.855 3.769 0.08 -0.14 -0.29 0.12
H 30.135 4.151 1.621 -0.11 0.51 -0.78 0.14
H 31.539 3.298 1.088 0.15 -0.41 0.63 0.13
H 30.270 6.888 0.511 -0.17 -0.61 -0.69 0.11
H 31.858 7.469 0.161 0.30 -0.11 0.46 0.11
H 31.190 6.961 1.834 1.05 0.32 0.01 0.08
H 31.634 3.789 -1.257 0.46 -0.56 1.34 0.11
H 31.908 5.375 -1.604 -0.49 0.58 0.09 0.09
H 30.335 4.851 -0.902 -0.01 0.24 -0.32 0.11
H 34.894 3.407 1.547 0.43 -0.02 -0.04 0.11
H 35.824 4.382 2.737 -0.25 -0.04 0.06 0.12
H 35.789 4.896 1.050 0.44 -0.46 -0.11 0.10
O 34.029 13.812 -2.346 0.99 -0.39 1.80 0.01
C 34.208 13.478 -1.159 -2.40 -0.20 -1.90 -0.59
N 35.079 14.076 -0.346 0.99 1.03 0.14 0.15
C 33.268 12.452 -0.551 0.53 -0.69 -0.64 -0.02
H 35.077 14.017 0.663 -0.17 -0.27 -0.33 0.11
H 35.457 14.917 -0.760 0.28 -0.03 0.24 0.11
H 33.774 11.517 -0.313 0.40 0.18 0.58 0.07
H 32.628 12.116 -1.367 -0.48 0.55 0.26 0.08
H 32.754 12.856 0.321 -0.14 -0.19 -0.13 0.08
O 38.056 10.362 1.170 0.70 0.20 -0.72 0.01
C 39.043 9.881 0.616 -0.95 -1.20 2.29 -0.62
N 39.545 10.282 -0.545 0.09 0.57 -0.45 0.16
C 39.759 8.733 1.305 0.55 -0.27 0.67 -0.02
H 39.229 11.205 -0.807 0.20 -0.28 -0.79 0.12
H 40.228 9.711 -1.022 -0.05 0.68 0.00 0.11
H 39.936 8.976 2.353 -0.38 0.45 0.05 0.08
H 40.776 8.521 0.976 -0.18 -0.18 -0.63 0.07
H 39.153 7.829 1.362 -0.01 0.01 -0.41 0.08
O 36.400 1.372 -2.049 -0.71 0.24 0.72 0.01
C 36.513 0.208 -2.394 -0.55 0.39 1.29 -0.67
N 37.475 -0.135 -3.194 2.25 -0.85 -1.82 0.17
C 35.697 -0.944 -1.881 -0.19 0.77 -0.01 -0.01
H 38.228 0.536 -3.254 -0.01 -0.20 -0.79 0.13
H 37.487 -1.048 -3.625 0.52 0.32 0.18 0.12
H 36.175 -1.918 -1.987 -0.05 0.16 -0.15 0.08
H 34.789 -0.872 -2.479 -0.49 -0.41 0.67 0.09
H 35.620 -0.691 -0.823 -0.80 -0.35 -0.05 0.08
O 34.148 7.160 8.075 0.67 2.71 -0.52 -0.01
C 34.780 8.240 7.897 -1.75 -3.66 0.28 -0.62
N 36.075 8.269 8.079 3.29 0.49 0.75 0.15
C 34.268 9.511 7.388 -1.55 1.48 -0.48 -0.02
H 36.590 7.517 8.514 -0.43 -0.14 -0.15 0.12
H 36.562 9.153 8.051 -0.08 -0.20 -0.03 0.11
H 33.211 9.582 7.645 0.01 0.10 -0.29 0.09
H 34.408 9.630 6.314 -0.29 -0.55 -0.19 0.09
H 34.766 10.413 7.744 0.14 -0.23 0.59 0.08
O 40.541 3.382 -4.703 0.35 -0.41 0.67 0.03
C 41.231 3.923 -3.848 -2.65 -1.22 1.19 -0.65
N 42.207 4.713 -4.146 3.42 2.87 -2.18 0.15
C 40.986 3.790 -2.350 -1.03 -0.35 -1.01 -0.01
H 42.435 5.575 -3.673 -0.02 -0.56 0.63 0.12
H 42.374 4.810 -5.137 -0.09 -0.04 -0.15 0.12
H 40.804 2.719 -2.259 0.07 0.10 0.72 0.08
H 40.034 4.307 -2.231 -0.14 -0.13 0.43 0.08
H 41.724 4.209 -1.667 0.10 -0.28 -0.29 0.07
O 25.419 6.253 3.511 0.48 -1.42 -0.08 0.00
C 25.012 5.246 2.912 2.33 5.23 -4.68 -0.65
N 24.210 4.411 3.392 -2.50 -3.48 2.96 0.17
C 25.235 5.135 1.363 1.43 1.71 1.06 -0.01
H 24.226 4.520 4.396 -1.26 -0.59 0.21 0.13
H 23.536 3.922 2.820 0.30 -0.26 0.55 0.13
H 24.564 5.796 0.815 -0.94 -0.82 0.00 0.08
H 25.504 4.173 0.926 -0.55 0.06 0.08 0.07
H 26.073 5.824 1.258 0.74 -0.44 -0.11 0.06
O 27.738 0.524 -2.387 -0.33 0.24 -0.60 0.02
C 27.296 -0.286 -3.190 -1.67 0.49 3.19 -0.63
N 28.040 -1.024 -3.969 1.23 -1.55 -1.56 0.15
C 25.832 -0.697 -3.298 -1.49 1.76 -1.08 -0.02
H 27.539 -1.848 -4.269 0.83 -0.11 -0.42 0.11
H 29.032 -1.045 -3.782 -0.12 -0.14 -0.21 0.12
H 25.510 -1.736 -3.374 0.65 -0.10 0.37 0.08
H 25.496 -0.258 -4.237 0.28 -0.27 -0.84 0.08
H 25.094 -0.119 -2.742 0.64 -0.28 1.17 0.08
C 27.510 4.915 8.652 -0.58 0.78 -1.93 -0.10
C 26.382 5.807 9.248 2.36 -1.55 0.89 -0.24
N 26.084 5.168 10.563 -1.86 1.89 -0.27 -0.15
C 25.246 3.978 10.263 -0.29 -0.42 -0.15 -0.25
C 23.888 4.244 9.589 -0.30 0.10 0.27 -0.09
C 25.452 6.195 11.477 0.05 -1.13 0.04 -0.26
C 25.433 5.665 12.892 -0.72 0.63 0.82 -0.11
H 27.731 5.410 7.707 0.30 -0.14 -0.43 0.06
H 27.189 3.914 8.364 -0.08 0.02 0.21 0.05
H 28.477 4.841 9.149 -0.46 0.26 0.69 0.07
H 26.855 6.785 9.330 -0.17 0.12 0.74 0.10
H 25.550 5.973 8.564 -0.17 -0.44 -0.01 0.10
H 25.886 3.269 9.739 -0.09 0.35 -0.69 0.09
H 24.987 3.301 11.077 0.25 0.81 1.03 0.11
H 23.295 3.336 9.475 0.27 -0.26 -0.10 0.07
H 23.287 4.837 10.279 -0.01 0.22 0.01 0.06
H 23.869 4.764 8.632 0.31 -0.08 0.01 0.06
H 24.443 6.549 11.265 -0.55 -0.58 -0.65 0.10
H 25.960 7.156 11.396 0.88 -0.37 0.07 0.10
H 24.594 5.019 13.151 0.20 -0.91 -0.78 0.07
H 25.090 6.459 13.556 0.79 0.59 0.21 0.07
H 26.382 5.235 13.214 -0.13 0.10 0.02 0.08
C 25.993 10.751 -0.585 -1.01 1.83 -0.46 -0.05
C 25.423 12.142 -1.089 0.89 0.46 -0.93 -0.24
N 26.162 13.326 -0.683 0.15 0.49 1.31 -0.21
C 26.211 13.490 0.781 -0.62 0.65 -0.58 -0.25
C 24.791 13.752 1.376 1.14 0.23 -0.27 -0.08
C 27.490 13.560 -1.274 -0.48 0.04 0.28 -0.27
C 27.496 13.486 -2.774 -0.01 -0.17 -0.51 -0.10
H 25.910 10.752 0.502 -0.06 -0.37 -0.03 0.05
H 27.048 10.678 -0.846 -0.08 -0.20 -0.15 0.06
H 25.381 9.968 -1.033 0.29 -0.21 0.16 0.06
H 25.445 12.311 -2.165 -0.03 -1.15 -0.29 0.09
H 24.371 12.359 -0.903 -0.05 -0.61 0.67 0.11
H 26.665 12.636 1.283 0.05 -0.40 0.13 0.09
H 26.922 14.299 0.945 -0.32 0.34 0.29 0.10
H 24.856 14.130 2.396 0.10 -0.46 0.22 0.06
H 24.278 14.559 0.852 0.01 -0.24 -0.40 0.07
H 24.225 12.823 1.321 -0.22 0.22 0.21 0.06
H 28.226 12.915 -0.794 0.44 -0.23 -0.10 0.11
H 27.765 14.596 -1.076 0.03 0.00 0.59 0.11
H 27.135 12.522 -3.131 -0.04 0.15 -0.25 0.06
H 28.477 13.650 -3.221 0.20 -0.10 0.32 0.08
H 26.887 14.314 -3.138 -0.34 -0.28 -0.22 0.08
C 28.396 5.758 -6.155 0.24 0.43 0.48 -0.09
C 27.504 6.948 -5.751 -0.72 -0.16 -0.95 -0.25
N 26.059 6.658 -5.848 1.50 -0.39 0.49 -0.19
C 25.719 5.694 -4.781 -0.59 -1.11 -1.53 -0.23
C 24.506 4.743 -5.182 0.29 1.31 0.82 -0.07
C 25.248 7.851 -5.884 -0.65 -0.54 1.32 -0.29
C 25.402 8.768 -7.058 -0.07 -0.11 -1.09 -0.09
H 27.967 5.016 -6.828 -0.47 0.36 -0.03 0.08
H 28.725 5.211 -5.271 0.28 -0.01 -0.07 0.06
H 29.246 6.201 -6.674 0.31 -0.35 0.17 0.07
H 27.728 7.345 -4.761 0.31 -0.19 0.49 0.11
H 27.759 7.774 -6.415 -0.32 -0.03 -0.14 0.09
H 26.552 4.998 -4.681 0.16 -0.15 -0.64 0.09
H 25.769 6.066 -3.758 -1.00 0.79 0.25 0.11
H 24.477 3.961 -4.423 0.16 -0.52 -0.51 0.06
H 23.485 5.125 -5.179 0.09 0.82 0.41 0.05
H 24.591 4.452 -6.229 0.65 -0.58 0.28 0.07
H 25.305 8.461 -4.983 0.72 0.25 0.63 0.11
H 24.248 7.445 -5.734 -0.50 0.31 -0.79 0.11
H 26.399 9.144 -7.288 0.23 -0.05 0.66 0.06
H 24.777 9.647 -6.907 -0.14 -0.10 -0.20 0.08
H 25.153 8.255 -7.987 -0.47 0.04 -0.04 0.08
O 31.059 10.773 3.918 -0.39 0.48 0.79 0.08
C 30.240 11.034 4.775 1.15 1.37 -1.25 -0.51
O 29.530 10.080 5.336 -1.81 0.31 0.91 0.02
C 28.507 10.651 6.237 1.91 0.55 2.26 -0.09
C 28.975 12.144 6.607 -0.49 -0.71 -3.21 -0.11
C 29.755 12.437 5.267 -0.20 -0.95 1.10 -0.07
H 28.665 10.066 7.142 -0.65 -0.25 -0.10 0.11
H 27.482 10.568 5.878 0.37 0.01 -0.41 0.12
H 29.592 12.334 7.486 -0.18 -0.63 -0.02 0.11
H 28.122 12.820 6.569 -0.05 -0.16 0.59 0.10
H 30.478 13.234 5.442 0.29 -0.40 -0.64 0.12
H 29.028 12.719 4.505 0.09 0.32 -0.07 0.12
O 27.219 -2.888 4.451 -0.32 0.91 1.24 0.11
C 27.464 -2.188 5.405 0.18 -1.85 0.28 -0.43
O 28.626 -1.482 5.425 -0.46 -1.65 -2.99 -0.02
C 28.767 -0.555 6.423 -1.21 -0.61 0.93 -0.19
C 27.928 -1.256 7.538 -0.12 0.89 -0.13 -0.13
C 26.707 -2.003 6.807 3.28 1.87 -1.06 -0.01
H 28.315 0.359 6.040 0.18 0.50 0.51 0.12
H 29.851 -0.494 6.517 -0.19 0.49 0.84 0.13
H 27.699 -0.519 8.309 -0.37 -0.37 0.20 0.10
H 28.574 -2.039 7.935 -0.13 0.04 0.27 0.11
H 25.900 -1.343 6.487 -0.40 -0.11 0.81 0.11
H 26.479 -2.865 7.434 -0.45 -0.11 -0.91 0.11
O 34.558 0.201 7.371 1.85 0.47 1.86 0.09
C 35.309 0.362 8.324 -0.45 -0.32 -0.30 -0.42
O 36.671 0.167 8.287 -1.03 -0.26 -1.16 -0.01
C 37.281 0.113 9.576 -0.37 0.19 0.38 -0.14
C 36.120 0.318 10.607 0.55 -0.17 -0.37 -0.14
C 35.011 0.822 9.767 -1.57 0.37 -2.05 -0.11
H 38.069 0.865 9.581 -0.13 0.08 0.25 0.12
H 37.740 -0.873 9.656 0.01 0.09 0.17 0.12
H 36.280 1.084 11.366 0.57 -0.69 0.34 0.12
H 35.809 -0.662 10.968 0.34 0.20 0.61 0.12
H 34.985 1.908 9.681 0.10 0.19 0.13 0.13
H 33.999 0.530 10.048 0.15 -0.14 0.08 0.13
O 41.283 -1.185 2.659 -2.55 0.15 0.84 0.08
C 40.108 -1.157 3.024 2.53 0.73 -2.53 -0.45
O 39.646 -1.962 3.964 0.84 -0.56 0.30 0.05
C 38.293 -1.755 4.243 -1.03 -0.56 0.24 -0.17
C 37.933 -0.471 3.496 -1.31 1.58 1.92 -0.17
C 38.983 -0.211 2.441 0.58 -1.81 0.70 -0.05
H 38.149 -1.791 5.322 0.23 0.95 0.16 0.13
H 37.713 -2.645 3.999 0.05 -0.05 -0.98 0.12
H 37.973 0.333 4.231 0.47 0.14 0.29 0.11
H 36.861 -0.400 3.309 0.09 -0.45 -0.98 0.11
H 39.443 0.773 2.343 -0.47 0.03 0.20 0.12
H 38.616 -0.548 1.472 0.53 -0.13 -0.15 0.12
```
Forces are in eV/Å.